No. 1
This record from OMol25 describes a structure of composition C17H28INO11P2 in a non-equilibrium geometry. The level of theory is ωB97M-V/def2-TZVPD.

Properties
- Kohn-Sham gap (hartree) = 0.2706

Structure (ORCA input):
```
! RIJCOSX wB97M-V def2-TZVPD def2/J DEFGRID3
* xyz 0 1
O -6.6051 -0.0908 0.7174
C -5.7157 0.4418 1.3144
C -4.2956 0.6093 0.8994
C -3.6970 0.4806 -0.3345
C -2.3412 0.7261 -0.4255
C -1.5970 1.0793 0.7098
C -0.1284 1.3713 0.5355
C 0.1741 2.5923 -0.3912
C -0.9852 3.5525 -0.5578
O -0.5113 4.8250 -0.9944
C -2.2031 1.1821 1.9636
C -3.5583 0.9372 2.0183
C -4.4779 1.0028 3.1944
O -4.1921 1.0321 4.3562
N -5.7799 1.0190 2.6239
I -7.2443 0.0865 3.7448
H -4.2815 0.2250 -1.2071
H -1.7973 0.6693 -1.3596
H 0.4005 0.5098 0.1304
H 0.3445 1.5903 1.4931
H 1.0742 3.0772 -0.0226
H 0.3934 2.1750 -1.3746
H -1.6632 3.1454 -1.3142
H -1.5825 3.6745 0.3524
H -1.2755 5.4041 -1.0394
H -1.6672 1.4234 2.8704
C -2.5153 -2.2056 -5.4253
O -1.2616 -2.8859 -5.2781
P -0.0391 -1.9702 -4.7583
O -0.5852 -0.9499 -3.8521
O 0.3441 -1.3742 -6.2250
C -0.0650 -1.9272 -7.4729
O 1.5383 -2.1060 -4.3674
C 2.0349 -3.3420 -3.8119
H -3.1465 -2.8599 -6.0234
H -2.9791 -2.0429 -4.4562
H -2.3857 -1.2542 -5.9390
H -0.9453 -1.3994 -7.8423
H -0.2828 -2.9895 -7.4040
H 0.7511 -1.7829 -8.1788
H 1.8906 -4.1711 -4.5063
H 1.5406 -3.5636 -2.8644
H 3.0985 -3.2151 -3.6343
C 5.1420 -1.8305 3.0942
O 4.2237 -1.5405 4.1497
P 3.4223 -0.0954 4.0346
O 3.3714 0.0198 2.5443
O 4.6844 0.7010 4.6970
C 5.6017 0.1380 5.6367
O 2.4562 1.2822 4.2427
C 1.1568 1.1150 4.7942
H 5.7626 -2.6515 3.4537
H 4.6155 -2.1419 2.1969
H 5.7683 -0.9663 2.8748
H 6.4964 -0.2052 5.1173
H 5.1702 -0.6875 6.1948
H 5.8795 0.9255 6.3351
H 1.2221 0.7137 5.8067
H 0.5895 0.4416 4.1436
H 0.6575 2.0806 4.8206
*
```

Atomic partial charges in e from the natural (NBO) method, atoms 1 to 4: -0.527, 0.665, -0.092, -0.169

***

No. 2
This record from OMol25 describes the ion C5H8N with charge +1 in a non-equilibrium geometry. The level of theory is ωB97M-V/def2-TZVPD.

Properties
- energy above the lowest of the compared OMol25 structures with the same formula, charge and spin (kcal/mol) = 158.8
- Kohn-Sham gap (hartree) = 0.3863

Structure (ORCA input):
```
! RIJCOSX wB97M-V def2-TZVPD def2/J DEFGRID3
* xyz 1 1
C -0.3141 -2.2221 -0.3283
C -0.7594 -1.1136 -0.0389
C -0.7360 0.9019 -0.5356
C 0.5109 -0.2566 -0.5731
C 1.5883 -0.1122 0.4423
N -1.4988 0.1248 0.4112
H -0.4096 1.9442 -0.1595
H -1.1093 0.8849 -1.4986
H 0.6870 -0.3192 -1.5894
H 1.1771 0.1367 1.4401
H 2.2639 0.5952 -0.0134
H 2.1493 -1.0855 0.5418
H -2.4869 0.2825 0.5649
H -1.0625 0.2390 1.3363
*
```

Atomic partial charges in e from the natural (NBO) method, atoms 1 to 4: 0.299, -0.268, -0.210, -0.077

***

No. 3
This record from OMol25 describes a cluster of 8 separate species, C6H26O7 in total in a non-equilibrium geometry. The level of theory is ωB97M-V/def2-TZVPD.

Properties
- energy above the lowest of the compared OMol25 structures with the same formula, charge and spin (kcal/mol) = 55.1
- Kohn-Sham gap (alpha / beta) (hartree) = 0.2915 / 0.1423

Structure (ORCA input):
```
! RIJCOSX wB97M-V def2-TZVPD def2/J DEFGRID3
* xyz 1 2
C 1.0958 -2.2979 0.9324
C -0.0431 -1.3648 0.8165
C -1.4090 -2.1641 1.0535
C -1.9162 -2.4283 -0.3460
C -3.3858 -0.3246 -0.5996
C -2.4342 -1.2304 -1.0308
H 2.0290 -1.8249 0.5888
H 0.9580 -3.2980 0.5375
H 1.2357 -2.6835 1.9563
H 0.0588 -0.5669 1.5962
H -0.0968 -0.7398 -0.0794
H -2.1457 -1.7135 1.7276
H -1.1985 -3.1210 1.5107
H -2.6463 -3.2403 -0.1693
H -1.2397 -2.9579 -1.0278
H -3.9360 -0.2554 0.3375
H -3.4288 0.5031 -1.2745
H -2.0664 -1.1603 -2.0571
H 2.7949 -2.3225 -0.9548
H 3.2076 -0.9847 -1.4565
O 3.5586 -1.7410 -0.9538
H -0.0728 2.6063 -3.1110
H 1.0366 1.7941 -2.9504
O 0.6173 2.2349 -3.7038
H 0.2980 -1.2305 4.1465
H -0.7154 -0.8465 5.1190
O -0.3298 -1.6518 4.7458
H -0.9872 3.7359 -1.3125
H -0.7586 2.2153 -0.8321
O -0.4272 2.9563 -1.3289
H -2.6112 2.6409 1.0499
H -2.1561 3.9103 0.9599
O -2.7257 3.3546 0.3924
H 3.8502 0.4625 -0.6462
H 4.4620 0.4974 -1.9879
O 3.6925 0.8514 -1.5247
H 2.7178 3.3842 -0.1362
H 2.2390 4.7543 -0.2509
O 2.8786 4.2470 0.2638
*
```

Atomic partial charges in e from the natural (NBO) method, atoms 1 to 4: -0.665, -0.386, -0.375, -0.524

***

No. 4
This record from OMol25 describes a structure of composition C4H4N2O in a non-equilibrium geometry. The level of theory is ωB97M-V/def2-TZVPD.

Properties
- energy above the lowest of the compared OMol25 structures with the same formula, charge and spin (kcal/mol) = 71.5
- Kohn-Sham gap (hartree) = 0.3842

Structure (ORCA input):
```
! RIJCOSX wB97M-V def2-TZVPD def2/J DEFGRID3
* xyz 0 1
C -0.2902 0.4474 0.8681
C 0.7210 1.3083 0.3352
C 0.3501 -0.6976 0.1194
C -0.5180 -1.0306 -0.9355
H 0.0967 1.7083 -0.4782
H 1.2719 2.2377 0.8687
H 1.5460 0.2656 -1.3432
H 0.6909 -1.4850 0.7540
N 1.4718 0.1815 -0.3942
N -0.9983 -1.0193 -1.9745
O -1.0622 0.3716 1.8070
*
```

Atomic partial charges in e from the natural (NBO) method, atoms 1 to 4: 0.569, -0.353, -0.269, 0.251

***

Respective M values: 611.26; 82.13; 210.27; 96.09 g mol⁻¹.
Respective DFT total energy values: -68772.4842; -6791.2023; -20964.5210; -9237.3860 eV.